# 1
Here is the ion CHN4 with charge -1 at a distorted geometry from the OMol25 dataset. Energies are from ωB97M-V/def2-TZVPD.

CARTESIAN COORDINATES (ANGSTROEM)
C: -0.46498 0.08823 0.39181
N: 0.56639 0.86914 0.41512
N: -0.49743 -0.98832 -0.33452
N: 1.56617 0.84115 -0.17385
N: 0.22986 -1.39605 -1.19094
H: -1.40001 0.58585 0.89239

Atomic forces in eV per Å
C -4.9 1.7 3.5
N 0.6 2.8 1.1
N -1.3 -2.2 -2.2
N 3.1 -0.4 -1.7
N 0.8 -0.1 0.3
H 1.7 -1.9 -0.9

The energy above the lowest of the compared OMol25 structures with the same formula, charge and spin comes out at 97.5 kcal per mole. The electronic energy is -257.630483 Eh. The largest force on an atom is 6.24 eV/A. The HOMO energy (alpha / beta) comes out at -2.09 / -1.95 eV. Its charge is -1.

Charges per atom according to Mulliken partitioning, unit e: atom 1 (C): -0.207, atom 2 (N): 0.227, atom 3 (N): 0.176, atom 4 (N): -0.732, atom 5 (N): -0.693, atom 6 (H): 0.228

***

# 2
Here is the ion CHN4S2 with charge -1 at a distorted geometry from the OMol25 dataset. Energies are from ωB97M-V/def2-TZVPD.

CARTESIAN COORDINATES (ANGSTROEM)
C: -0.14134 0.11577 0.49491
N: 0.99287 -0.31278 0.30988
N: 2.03990 -0.75156 0.70290
N: 3.51075 0.87976 0.39053
N: 3.29141 -0.43596 0.30447
S: 4.86358 1.44497 -0.17293
S: 4.28946 -1.69726 -0.22014
H: -0.95839 -0.13897 0.00542

Atomic forces in eV per Å
C 4.4 1.1 1.9
N -1.6 1.8 0.3
N 0.2 -2.9 1.9
N -1.6 -2.1 -0.1
N 0.3 2.8 -0.8
S 1.7 0.7 -0.4
S 0.1 -0.1 -0.1
H -3.5 -1.3 -2.6

The energy above the lowest of the compared OMol25 structures with the same formula, charge and spin comes out at 120.4 kcal per mole. The electronic energy is -1053.940745 Eh. The largest force on an atom is 4.88 eV/A. The HOMO energy comes out at -3.19 eV. Its charge is -1.

Charges per atom according to Mulliken partitioning, unit e: atom 1 (C): -0.277, atom 2 (N): 0.374, atom 3 (N): -0.622, atom 4 (N): -0.377, atom 5 (N): 0.518, atom 6 (S): -0.344, atom 7 (S): -0.463, atom 8 (H): 0.190

***

# 3
Here is the ion CHN4S2 with charge -1 at a distorted geometry from the OMol25 dataset. Energies are from ωB97M-V/def2-TZVPD.

CARTESIAN COORDINATES (ANGSTROEM)
C: 0.01441 -0.15017 -0.49653
N: -1.93834 -1.46866 -0.32615
N: -0.81992 -0.97787 -0.26140
N: -2.54435 0.67764 -0.20549
N: -2.95930 -0.53692 -0.12572
S: -3.55647 1.91480 -0.04038
S: -4.45063 -1.18453 0.20319
H: 0.84503 0.15558 0.10267

Atomic forces in eV per Å
C 0.8 1.1 -1.5
N -2.9 -1.4 0.3
N 1.4 0.3 0.8
N 1.2 3.0 -0.5
N 0.1 -3.6 -0.2
S -0.7 0.8 0.4
S -0.3 0.0 0.0
H 0.4 -0.2 0.8

The energy above the lowest of the compared OMol25 structures with the same formula, charge and spin comes out at 77.3 kcal per mole. The electronic energy is -1053.905915 Eh. The largest force on an atom is 3.61 eV/A. The HOMO energy (alpha / beta) comes out at -1.68 / -3.39 eV. The spin multiplicity is 3. The expectation value of S² is 2.05. Its charge is -1.

Charges per atom according to Mulliken partitioning, unit e: atom 1 (C): -0.117, atom 2 (N): -0.666, atom 3 (N): 0.251, atom 4 (N): -0.533, atom 5 (N): 0.622, atom 6 (S): -0.372, atom 7 (S): -0.321, atom 8 (H): 0.136

***

# 4
Here is a cluster of 2 separate species, CHNO2P in total at a distorted geometry from the OMol25 dataset. Energies are from ωB97M-V/def2-TZVPD.

CARTESIAN COORDINATES (ANGSTROEM)
C: -3.58685 -0.90234 0.62883
N: -3.53970 -1.72614 -0.15656
O: -0.39946 2.14009 -0.76143
O: 0.04246 0.10122 0.70257
P: -0.96439 1.41456 0.42793
H: 0.75203 -0.34897 0.22644

Atomic forces in eV per Å
C 0.0 2.7 2.4
N 0.1 -2.6 -2.5
O -1.1 -0.6 1.4
O -1.3 0.8 0.9
P 2.6 -1.1 -1.8
H -0.4 0.7 -0.5

The energy above the lowest of the compared OMol25 structures with the same formula, charge and spin comes out at 23.9 kcal per mole. The electronic energy is -585.350046 Eh. The largest force on an atom is 3.64 eV/A. The HOMO energy comes out at -4.36 eV. Its charge is -1.

Charges per atom according to Mulliken partitioning, unit e: atom 1 (C): -0.402, atom 2 (N): -0.537, atom 3 (O): -0.508, atom 4 (O): -0.443, atom 5 (P): 0.574, atom 6 (H): 0.316

***

# 5
Here is a cluster of 2 separate species, CHNO3P in total at a distorted geometry from the OMol25 dataset. Energies are from ωB97M-V/def2-TZVPD.

CARTESIAN COORDINATES (ANGSTROEM)
C: 1.68933 0.13287 -0.88070
N: -1.07072 -0.28277 1.57157
O: 2.18478 -0.75252 -0.30403
O: 1.68964 1.06157 -1.59363
O: -1.84530 -0.12212 -0.89605
P: -0.70960 -0.03106 0.04988
H: -1.93812 -0.00597 2.05297

Atomic forces in eV per Å
C 0.9 0.3 0.0
N 1.0 1.0 0.2
O 0.1 -0.9 0.4
O -0.7 0.4 -0.4
O -0.6 0.4 -1.4
P -1.0 -0.7 2.0
H 0.3 -0.6 -0.8

The energy above the lowest of the compared OMol25 structures with the same formula, charge and spin comes out at 17.3 kcal per mole. The electronic energy is -660.633653 Eh. The largest force on an atom is 2.31 eV/A. The HOMO energy comes out at -4.19 eV. Its charge is -1.

Charges per atom according to Mulliken partitioning, unit e: atom 1 (C): 0.610, atom 2 (N): -0.666, atom 3 (O): -0.379, atom 4 (O): -0.404, atom 5 (O): -0.630, atom 6 (P): 0.263, atom 7 (H): 0.205

***

# 6
Here is the molecule CHNO3S at a distorted geometry from the OMol25 dataset. Energies are from ωB97M-V/def2-TZVPD.

CARTESIAN COORDINATES (ANGSTROEM)
C: -0.72591 -1.74442 -0.61930
N: -0.12397 -1.44232 0.32337
O: 0.56658 -0.73293 1.20349
O: 1.38022 0.66442 -0.71294
O: -0.85675 1.10072 0.12892
S: 0.71497 0.91775 0.48983
H: -0.95514 1.23678 -0.81338

Atomic forces in eV per Å
C -0.7 -0.6 -1.0
N 0.9 0.3 1.1
O -0.5 0.7 -0.3
O 1.4 0.1 -2.4
O 0.8 0.2 1.2
S -1.8 -0.5 2.1
H -0.1 -0.2 -0.8

The energy above the lowest of the compared OMol25 structures with the same formula, charge and spin comes out at 92.1 kcal per mole. The electronic energy is -717.220311 Eh. The largest force on an atom is 2.84 eV/A. The HOMO energy comes out at -11.43 eV. Its charge is 0.

Charges per atom according to Mulliken partitioning, unit e: atom 1 (C): -0.155, atom 2 (N): 0.180, atom 3 (O): -0.286, atom 4 (O): -0.411, atom 5 (O): -0.429, atom 6 (S): 0.739, atom 7 (H): 0.362

***

# 7
Here is a cluster of 2 separate species, CHNO3S in total at a distorted geometry from the OMol25 dataset. Energies are from ωB97M-V/def2-TZVPD.

CARTESIAN COORDINATES (ANGSTROEM)
C: 0.47173 1.20056 0.21904
N: 0.93479 1.98560 -0.48192
O: 1.27089 2.57015 -1.42596
O: -1.83051 -2.41020 -0.81404
O: -0.23665 -1.62545 0.83725
S: -1.11002 -2.69564 0.38718
H: 0.49977 0.97497 1.27845

Atomic forces in eV per Å
C -0.5 -1.2 3.4
N -0.4 -0.6 -0.7
O 1.2 2.2 -2.1
O -0.2 -0.5 0.0
O -0.7 -1.4 0.1
S 0.9 1.8 -0.1
H -0.3 -0.2 -0.6

The energy above the lowest of the compared OMol25 structures with the same formula, charge and spin comes out at 79.6 kcal per mole. The electronic energy is -717.240214 Eh. The largest force on an atom is 3.63 eV/A. The HOMO energy comes out at -9.95 eV. Its charge is 0.

Charges per atom according to Mulliken partitioning, unit e: atom 1 (C): -0.256, atom 2 (N): 0.575, atom 3 (O): -0.589, atom 4 (O): -0.341, atom 5 (O): -0.345, atom 6 (S): 0.671, atom 7 (H): 0.285

***

# 8
Here is the molecule CHNO3S at a distorted geometry from the OMol25 dataset. Energies are from ωB97M-V/def2-TZVPD.

CARTESIAN COORDINATES (ANGSTROEM)
C: 0.31388 -0.16383 0.24031
N: 0.97658 -1.57905 -0.22380
O: 2.28093 -1.37851 0.17186
O: 3.30347 0.73020 -0.86450
O: 1.17277 0.72886 0.56174
S: 2.86321 0.15343 0.35710
H: -0.71537 -0.02197 -0.01816

Atomic forces in eV per Å
C 3.6 -7.5 -3.2
N -4.1 6.7 2.2
O 1.3 0.9 0.5
O -0.1 0.2 -0.4
O 0.4 0.2 0.4
S -0.8 -1.0 0.2
H -0.4 0.4 0.2

The energy above the lowest of the compared OMol25 structures with the same formula, charge and spin comes out at 99.5 kcal per mole. The electronic energy is -717.208656 Eh. The largest force on an atom is 8.89 eV/A. The HOMO energy (alpha / beta) comes out at -9.16 / -9.16 eV. Its charge is 0.

Charges per atom according to Mulliken partitioning, unit e: atom 1 (C): 0.098, atom 2 (N): -0.237, atom 3 (O): -0.188, atom 4 (O): -0.402, atom 5 (O): -0.326, atom 6 (S): 0.694, atom 7 (H): 0.360

***

# 9
Here is the molecule CHNO3S at a distorted geometry from the OMol25 dataset. Energies are from ωB97M-V/def2-TZVPD.

CARTESIAN COORDINATES (ANGSTROEM)
C: 1.93132 -0.38976 0.10228
N: 1.67818 -1.47927 -0.02661
O: 1.77118 -2.80627 -0.38748
O: 0.88909 -2.87322 -3.18242
O: 2.78110 -1.05063 -2.51574
S: 2.00292 -2.50388 -2.36245
H: 3.22563 -0.23975 -2.02707

Atomic forces in eV per Å
C 0.8 5.3 0.8
N -0.5 -7.1 -0.3
O -1.0 3.4 -0.8
O -0.3 2.1 1.0
O -0.6 0.7 0.2
S 3.4 -2.2 -0.5
H -1.9 -2.2 -0.4

The energy above the lowest of the compared OMol25 structures with the same formula, charge and spin comes out at 141.2 kcal per mole. The electronic energy is -717.142056 Eh. The largest force on an atom is 7.08 eV/A. The HOMO energy (alpha / beta) comes out at -10.72 / -10.72 eV. Its charge is 0.

Charges per atom according to Mulliken partitioning, unit e: atom 1 (C): -0.213, atom 2 (N): 0.190, atom 3 (O): -0.376, atom 4 (O): -0.329, atom 5 (O): -0.462, atom 6 (S): 0.794, atom 7 (H): 0.396

***

# 10
Here is a structure of composition CHNO3S2 at a distorted geometry from the OMol25 dataset. Energies are from ωB97M-V/def2-TZVPD.

CARTESIAN COORDINATES (ANGSTROEM)
C: -0.25387 -0.06185 -0.32144
N: 0.01275 -1.29972 -0.61119
O: -0.46512 -3.36268 -2.06892
O: -0.78427 0.86658 -0.92929
O: -0.35179 -1.25393 -3.17133
S: 2.69581 -2.64823 -2.52222
S: 0.15771 -2.05186 -2.05788
H: 0.33138 0.24080 0.68594

Atomic forces in eV per Å
C 1.8 2.0 0.8
N 0.6 -2.7 -0.5
O -0.1 -0.6 1.1
O -0.6 0.1 0.0
O 0.5 0.5 0.1
S -2.4 0.8 0.6
S 1.3 0.4 -1.2
H -1.3 -0.5 -1.0

The energy above the lowest of the compared OMol25 structures with the same formula, charge and spin comes out at 26.4 kcal per mole. The electronic energy is -1115.485259 Eh. The largest force on an atom is 2.86 eV/A. The HOMO energy comes out at 0.07 eV. Its charge is -2.

Charges per atom according to Mulliken partitioning, unit e: atom 1 (C): -0.013, atom 2 (N): -0.308, atom 3 (O): -0.590, atom 4 (O): -0.615, atom 5 (O): -0.566, atom 6 (S): -0.804, atom 7 (S): 0.679, atom 8 (H): 0.216

***

Question: What is the charge in the fourth record?
Answer: -1